Record 1
{"formula": "C24H30F3N12OS2Zr", "method": "ωB97M-V/def2-TZVPD", "species": ["Zr", "C", "C", "N", "N", "C", "N", "S", "C", "C", "C", "C", "C", "N", "H", "H", "H", "H", "H", "H", "H", "H", "H", "H", "C", "N", "C", "C", "N", "N", "C", "N", "N", "H", "H", "H", "H", "H", "H", "H", "H", "H", "H", "H", "F", "C", "F", "F", "C", "C", "C", "C", "N", "C", "S", "H", "H", "H", "N", "C", "O", "C", "C", "C", "C", "N", "C", "H", "H", "H", "H", "H", "H"], "coordinates": [[0.222665, 0.187480, -0.349927], [-1.331586, 4.273037, -1.951630], [-0.800219, 3.154928, -1.114501], [-0.004998, 2.236254, -1.546094], [0.441530, 2.308537, -2.853751], [1.643959, 1.734381, -3.137650], [2.133919, 1.977423, -4.344065], [2.430967, 0.749373, -2.019845], [-1.140861, 3.064008, 0.325998], [-1.804669, 4.080100, 0.979060], [-2.087757, 3.940406, 2.335861], [-1.689944, 2.789829, 2.981478], [-1.007232, 1.822518, 2.256772], [-0.737832, 1.946882, 0.960941], [-1.505400, 3.977032, -2.985001], [-0.642957, 5.123072, -1.944061], [-2.289186, 4.612012, -1.567577], [0.083772, 3.050216, -3.437647], [1.703694, 2.610176, -5.001639], [3.013990, 1.562159, -4.608542], [-2.105036, 4.973767, 0.452872], [-2.612841, 4.722673, 2.867779], [-1.893847, 2.628701, 4.030983], [-0.679581, 0.909714, 2.739615], [-0.687776, -4.181555, -3.872180], [-0.911452, -2.791868, -3.445926], [-2.032809, -2.049743, -4.038603], [-0.118538, -2.183491, -2.565782], [-0.230482, -0.916494, -2.234048], [0.876650, -2.975587, -2.016209], [1.743706, -2.667768, -0.998233], [2.713998, -3.566227, -0.800952], [1.607045, -1.596748, -0.263226], [-1.394433, -4.410155, -4.661552], [-0.853644, -4.885279, -3.055240], [0.308705, -4.310102, -4.300178], [-2.678872, -2.756371, -4.547244], [-1.680004, -1.318695, -4.769130], [-2.618901, -1.561610, -3.259453], [-1.010131, -0.505611, -2.727968], [0.961861, -3.904314, -2.395757], [2.863137, -4.346237, -1.419499], [3.353255, -3.470228, -0.028963], [2.366224, -1.532023, 0.407157], [-5.098173, -1.246445, 0.018522], [-4.717627, -1.033339, 1.285638], [-4.871361, 0.272556, 1.554191], [-5.531415, -1.720145, 2.086096], [-3.276352, -1.453192, 1.492260], [-2.948454, -2.373048, 2.459656], [-1.612120, -2.747064, 2.662952], [-0.652363, -2.150184, 1.901015], [-0.964295, -1.223945, 0.958609], [-2.251297, -0.891710, 0.715570], [-2.451422, 0.231896, -0.590779], [-3.733641, -2.812826, 3.061044], [-1.337978, -3.484122, 3.403549], [0.396006, -2.395312, 2.014763], [3.791032, -0.522089, 5.256058], [3.173284, -0.765204, 4.093743], [2.743113, -1.856201, 3.753745], [3.008396, 0.384691, 3.125588], [3.798892, 1.513478, 3.004396], [3.564867, 2.388116, 1.946034], [2.585896, 2.090059, 1.025058], [1.815605, 0.986358, 1.133051], [2.020344, 0.189623, 2.180979], [3.946480, -1.291397, 5.889752], [4.085213, 0.395310, 5.540717], [4.608266, 1.710163, 3.697223], [4.164196, 3.278242, 1.814879], [2.416212, 2.719647, 0.164029], [1.410632, -0.698513, 2.275255]], "atomic_forces_ev_per_a": [[-0.11, 0.17, -0.92], [0.03, 0.00, 0.06], [0.02, 0.05, 0.09], [-0.25, 0.07, -0.16], [0.02, -0.18, 0.33], [-0.02, 0.02, -0.13], [0.09, -0.04, 0.04], [-0.19, 0.07, 0.06], [-0.01, 0.00, -0.19], [-0.07, 0.05, 0.10], [-0.03, 0.08, -0.05], [0.01, -0.06, 0.06], [-0.02, -0.01, -0.01], [0.17, -0.03, 0.11], [-0.03, -0.02, -0.01], [0.00, 0.00, 0.01], [0.00, 0.02, -0.01], [0.00, 0.06, -0.02], [-0.01, 0.00, -0.01], [0.01, 0.01, 0.00], [-0.01, 0.01, 0.04], [0.00, -0.01, -0.01], [0.00, 0.02, -0.01], [0.01, -0.01, 0.00], [0.00, 0.12, -0.06], [-0.06, -0.05, -0.05], [0.11, -0.06, 0.03], [0.10, 0.03, -0.14], [0.00, -0.34, 0.23], [0.03, 0.05, 0.07], [0.01, 0.03, 0.05], [-0.02, -0.01, 0.00], [0.01, -0.02, 0.02], [-0.02, -0.04, 0.02], [-0.02, 0.00, 0.01], [0.01, 0.00, 0.01], [-0.02, 0.01, 0.00], [0.00, 0.01, 0.01], [-0.03, 0.00, 0.00], [-0.08, 0.04, 0.03], [-0.03, -0.01, 0.00], [0.02, 0.00, 0.01], [0.00, -0.02, 0.01], [0.04, 0.00, -0.02], [0.00, 0.06, 0.08], [0.00, -0.12, -0.03], [0.01, -0.05, -0.04], [0.04, 0.09, -0.06], [-0.08, 0.02, 0.04], [0.03, -0.10, 0.08], [-0.10, -0.05, 0.05], [-0.04, 0.14, -0.16], [0.07, 0.10, 0.18], [-0.03, 0.03, -0.11], [0.06, -0.06, 0.03], [0.01, 0.00, 0.00], [-0.04, 0.01, 0.01], [-0.01, -0.04, 0.02], [0.01, 0.01, -0.10], [0.04, -0.06, 0.12], [-0.03, 0.04, -0.02], [0.03, -0.03, 0.03], [0.07, 0.11, 0.06], [0.05, 0.01, 0.04], [-0.13, -0.15, 0.04], [0.39, 0.09, 0.18], [0.01, -0.10, -0.05], [-0.01, 0.00, 0.01], [0.00, 0.00, 0.02], [0.00, 0.02, -0.02], [0.01, -0.01, 0.02], [-0.02, 0.01, -0.03], [-0.01, 0.01, 0.02]], "total_charge": 3, "e_homo_ev": -15.9, "total_energy_ha": -2807.32741, "gap_ev": 6.898}



Record 2
{"formula": "CH3NS2", "method": "ωB97M-V/def2-TZVPD", "species": ["C", "N", "S", "S", "H", "H", "H"], "coordinates": [[1.339331, -0.366713, 0.016197], [-1.597280, 0.082997, 0.018610], [2.973314, -0.386664, 0.185614], [0.383933, 1.085875, 0.151657], [0.761596, -1.117329, -0.294691], [-1.971920, 0.405006, 0.836383], [-1.888974, 0.296825, -0.913772]], "atomic_forces_ev_per_a": [[2.80, 3.69, 0.91], [5.99, -0.85, -1.71], [-1.34, 0.04, -0.03], [-2.91, -2.01, -0.14], [-2.06, -3.36, -0.98], [-1.78, 1.61, 1.87], [-0.69, 0.90, 0.08]], "total_charge": 0, "e_homo_ev": -9.0, "total_energy_ha": -890.92862, "gap_ev": 7.915}